# 1
This record from the Open Molecules 2025 dataset describes a structure of composition C51H102NO15Rb. The level of theory is ωB97M-V with the def2-TZVPD basis set.

Total charge: 0

```
170
Properties=species:S:1:pos:R:3:mulliken_charge:R:1
Rb 2.590 -2.159 3.467 0.894
C 0.485 1.116 1.609 0.258
C -0.815 0.260 1.478 2.779
C -1.814 1.062 0.631 0.857
C -1.536 1.017 -0.857 0.603
C -1.415 -0.452 -1.290 1.295
C -0.398 -1.262 -0.492 2.669
N -0.580 -1.052 0.926 0.922
O 0.211 -1.828 1.778 -0.953
C 1.018 -0.859 -0.996 1.482
C -0.600 -2.730 -0.879 -1.100
C -1.484 0.170 2.856 -1.989
H 0.666 1.752 0.742 -0.920
H 1.305 0.405 1.762 0.283
H 0.466 1.745 2.504 -0.698
H -1.813 2.115 0.942 -1.688
H -2.819 0.683 0.841 -0.112
H -0.574 1.503 -1.056 -1.853
H -2.287 1.515 -1.476 0.679
H -1.135 -0.438 -2.351 -1.439
H -2.417 -0.890 -1.241 -0.872
H 1.804 -1.428 -0.503 -0.607
H 1.269 0.143 -0.625 -0.365
H 1.072 -0.886 -2.083 -1.284
H -0.022 -3.312 -0.151 0.115
H -0.201 -2.935 -1.871 -1.147
H -1.601 -3.125 -0.687 0.450
H -0.913 -0.474 3.531 0.303
H -2.486 -0.259 2.804 0.416
H -1.549 1.154 3.326 0.100
C 2.813 3.886 0.705 0.321
C 2.859 5.352 0.314 0.691
O 2.688 5.677 -0.837 -0.594
C 3.173 6.366 1.368 -1.191
H 2.217 3.694 1.594 -0.315
H 3.828 3.480 0.779 0.579
H 2.450 3.329 -0.160 -0.385
H 3.507 7.291 0.897 0.389
H 3.934 6.027 2.063 0.298
H 2.251 6.644 1.887 0.240
C 3.380 4.680 4.617 -0.676
C 3.187 3.363 5.344 0.472
O 3.155 3.344 6.552 -0.615
C 2.949 2.155 4.499 -0.133
H 4.364 4.817 4.167 0.406
H 3.217 5.467 5.350 0.342
H 2.635 4.730 3.825 -0.138
H 3.436 2.244 3.526 0.247
H 1.873 2.069 4.325 -0.271
H 3.285 1.234 4.969 0.429
C -1.618 6.647 -1.600 -1.504
C -0.741 5.627 -0.905 0.626
O -0.231 5.871 0.160 -0.482
C -0.739 4.229 -1.463 0.172
H -1.513 7.647 -1.193 0.384
H -2.648 6.302 -1.493 0.280
H -1.349 6.662 -2.659 0.400
H -0.384 4.227 -2.494 0.526
H -1.761 3.839 -1.445 0.223
H -0.134 3.581 -0.830 -0.615
C -1.026 -6.592 0.196 -0.473
C -2.265 -6.847 1.000 0.771
O -3.061 -5.951 1.158 -0.479
C -2.441 -8.277 1.496 -1.334
H -0.152 -6.668 0.850 0.264
H -1.031 -5.677 -0.384 -0.224
H -0.906 -7.394 -0.543 0.431
H -2.190 -8.961 0.688 0.380
H -3.456 -8.427 1.855 0.327
H -1.731 -8.456 2.306 0.328
C -0.604 -1.557 5.991 -1.095
C 0.545 -0.681 6.385 1.012
O 1.673 -0.858 5.969 -0.524
C 0.252 0.385 7.404 -1.047
H -1.412 -0.910 5.634 0.270
H -1.018 -2.112 6.834 0.434
H -0.393 -2.243 5.172 0.183
H -0.667 0.909 7.132 0.221
H 1.043 1.120 7.538 0.292
H 0.088 -0.069 8.385 0.374
C -1.230 4.298 2.786 0.577
C -0.932 4.189 4.264 0.673
O 0.190 4.309 4.703 -0.529
C -2.051 3.813 5.200 -0.894
H -1.621 3.363 2.388 -0.694
H -0.337 4.610 2.249 -0.253
H -1.953 5.108 2.647 0.578
H -2.066 4.600 5.958 0.521
H -1.840 2.855 5.667 -0.001
H -3.023 3.851 4.711 0.110
C 6.133 -0.453 -2.707 -0.997
C 5.416 -1.346 -1.722 0.783
O 5.533 -2.548 -1.759 -0.528
C 4.569 -0.661 -0.696 -0.183
H 5.699 0.544 -2.726 0.147
H 6.077 -0.849 -3.721 0.140
H 7.194 -0.387 -2.453 0.428
H 3.710 -0.193 -1.187 -0.286
H 5.082 0.061 -0.062 0.669
H 4.113 -1.429 -0.073 -0.225
C -4.086 -1.118 -3.243 -0.402
C -3.834 -0.177 -4.414 0.015
O -4.596 -0.115 -5.349 -0.621
C -2.530 0.577 -4.376 -0.020
H -3.518 -0.789 -2.374 0.263
H -3.664 -2.070 -3.562 0.011
H -5.157 -1.144 -3.061 0.514
H -2.147 0.739 -5.381 0.466
H -1.826 -0.054 -3.829 -0.160
H -2.647 1.532 -3.862 0.256
C -0.332 -4.683 -6.027 -1.443
C -0.766 -3.468 -5.255 0.787
O -0.610 -2.342 -5.677 -0.558
C -1.475 -3.696 -3.945 -0.124
H -0.037 -5.481 -5.344 0.336
H 0.538 -4.457 -6.650 0.339
H -1.046 -5.076 -6.753 0.403
H -1.576 -2.746 -3.428 -0.555
H -0.877 -4.379 -3.334 0.285
H -2.444 -4.177 -4.089 0.729
C 2.688 -4.240 0.096 0.251
C 4.089 -4.138 0.611 0.787
O 4.347 -3.415 1.553 -0.527
C 5.141 -4.912 -0.130 -1.299
H 2.206 -5.114 0.551 0.411
H 2.602 -4.262 -0.989 -0.161
H 2.024 -3.437 0.429 -0.386
H 5.062 -5.989 0.035 0.419
H 6.109 -4.605 0.263 0.350
H 5.033 -4.702 -1.192 0.220
C -6.374 3.891 2.398 -1.334
C -5.275 3.183 1.639 0.680
O -4.946 2.066 1.967 -0.469
C -4.578 3.881 0.513 -0.528
H -5.923 4.542 3.153 0.276
H -6.949 3.195 3.007 0.354
H -7.034 4.451 1.738 0.379
H -4.225 4.871 0.805 0.311
H -5.319 3.989 -0.284 0.522
H -3.739 3.268 0.195 -0.165
C 2.500 -3.006 -3.528 0.972
C 3.514 -3.536 -4.503 0.320
O 4.001 -4.635 -4.392 -0.624
C 3.874 -2.647 -5.684 -1.181
H 1.951 -3.870 -3.148 0.277
H 1.875 -2.241 -3.978 -0.311
H 3.069 -2.588 -2.694 -0.544
H 3.790 -3.280 -6.569 0.408
H 4.928 -2.362 -5.631 0.302
H 3.305 -1.725 -5.754 0.222
C 3.194 2.580 -3.464 -1.255
C 2.506 1.257 -3.748 0.548
O 3.148 0.234 -3.847 -0.299
C 1.001 1.233 -3.784 0.273
H 3.774 2.436 -2.548 0.189
H 2.465 3.364 -3.262 0.309
H 3.927 2.883 -4.209 0.443
H 0.581 1.932 -4.513 0.678
H 0.581 1.581 -2.836 -0.497
H 0.651 0.223 -3.984 -0.272
C -5.488 -1.067 0.632 -1.001
C -4.916 -2.449 0.797 0.991
O -4.402 -2.799 1.833 -0.561
C -4.946 -3.390 -0.395 -0.443
H -6.488 -1.156 0.200 0.549
H -4.847 -0.449 0.000 -0.008
H -5.558 -0.560 1.592 0.285
H -5.935 -3.494 -0.839 0.464
H -4.596 -4.380 -0.107 0.088
H -4.189 -2.989 -1.077 -0.267
```


# 2
This record from the Open Molecules 2025 dataset describes a structure of composition C39H62BN9O3PdS. The level of theory is ωB97M-V with the def2-TZVPD basis set.

Total charge: -2

```
116
Properties=species:S:1:pos:R:3:mulliken_charge:R:1
Pd -1.049 -0.563 -1.753 -0.067
C 1.083 1.781 -3.602 -0.965
C 1.690 0.418 -3.912 -0.163
C 0.789 -0.360 -4.877 -1.487
C 1.987 -0.411 -2.692 -0.308
C 3.079 -1.280 -2.563 -1.153
C 2.898 -1.936 -1.364 0.442
C 3.751 -3.078 -0.872 -0.009
C 2.967 -4.380 -0.696 -1.407
C 4.612 -2.764 0.354 -1.471
N 1.778 -1.436 -0.798 1.098
N 1.205 -0.509 -1.621 1.096
B 1.109 -1.886 0.528 -1.034
N 0.523 -0.733 1.369 0.786
N -0.747 -0.370 1.075 0.632
C -1.095 0.570 1.937 -0.202
C -0.034 0.828 2.826 -1.280
C 0.976 -0.026 2.441 0.357
C 2.336 -0.130 3.074 0.341
C 2.570 -1.456 3.804 -1.462
C 3.454 0.201 2.082 -0.591
C -2.460 1.197 1.852 2.453
C -2.805 1.960 3.126 -2.043
C -3.517 0.149 1.509 -1.654
N -0.044 -2.858 0.170 1.313
N -0.755 -2.689 -0.970 -0.834
C -1.725 -3.591 -0.959 -0.589
C -1.646 -4.372 0.206 -0.049
C -0.567 -3.859 0.904 -0.235
C -0.064 -4.189 2.279 1.842
C -0.293 -5.660 2.618 -1.821
C -0.731 -3.284 3.320 -1.314
C -2.740 -3.636 -2.061 0.464
C -2.766 -5.010 -2.732 -1.609
C -4.122 -3.252 -1.532 -1.326
H 0.990 2.366 -4.522 0.492
H 0.087 1.648 -3.184 -0.207
H 1.680 2.342 -2.883 0.271
H 2.660 0.570 -4.401 0.493
H -0.184 -0.528 -4.408 0.115
H 0.643 0.205 -5.802 0.425
H 1.222 -1.332 -5.125 0.416
H 3.873 -1.441 -3.276 0.435
H 4.444 -3.248 -1.704 0.518
H 2.281 -4.336 0.150 0.132
H 2.374 -4.596 -1.588 0.334
H 3.663 -5.208 -0.533 0.545
H 4.007 -2.632 1.248 0.140
H 5.314 -3.583 0.538 0.536
H 5.185 -1.848 0.198 0.313
H 1.950 -2.451 1.165 -0.451
H 0.014 1.547 3.627 0.439
H 2.341 0.653 3.837 0.575
H 2.613 -2.295 3.112 0.013
H 3.513 -1.420 4.355 0.478
H 1.763 -1.649 4.514 0.380
H 3.391 -0.425 1.190 -0.105
H 3.382 1.245 1.778 -0.112
H 4.434 0.045 2.542 0.435
H -2.435 1.915 1.024 -1.213
H -2.825 1.283 3.985 0.370
H -2.077 2.745 3.337 0.251
H -3.788 2.427 3.039 0.483
H -3.567 -0.610 2.295 0.325
H -4.502 0.617 1.414 0.423
H -3.276 -0.347 0.568 0.204
H -2.294 -5.180 0.505 0.379
H 1.011 -3.992 2.299 -0.248
H -1.360 -5.894 2.621 0.289
H 0.193 -6.315 1.893 0.406
H 0.099 -5.888 3.612 0.437
H -1.809 -3.468 3.334 0.301
H -0.333 -3.485 4.319 0.403
H -0.577 -2.229 3.090 0.153
H -2.437 -2.879 -2.788 0.058
H -3.061 -5.785 -2.018 0.264
H -3.483 -5.023 -3.557 0.453
H -1.782 -5.275 -3.125 0.379
H -4.438 -3.943 -0.745 0.324
H -4.100 -2.237 -1.137 0.133
H -4.863 -3.284 -2.336 0.421
N -3.014 -0.163 -2.387 -0.914
C -2.328 0.846 -2.287 0.217
N -2.441 2.192 -2.497 0.444
C -1.645 3.100 -1.685 0.903
C -1.328 4.369 -2.482 -1.002
C -2.462 4.678 -3.471 -0.713
C -3.793 4.197 -2.899 -0.721
C -3.792 2.669 -2.779 -0.693
H -0.738 2.585 -1.376 -0.950
H -2.191 3.364 -0.767 0.626
H -0.384 4.244 -3.017 0.240
H -1.191 5.197 -1.783 0.386
H -2.279 4.158 -4.416 0.302
H -2.497 5.747 -3.694 0.431
H -4.635 4.509 -3.522 0.464
H -3.941 4.653 -1.917 0.272
H -4.114 2.208 -3.717 0.393
H -4.491 2.334 -2.001 0.230
N 1.441 2.287 -0.098 0.973
C 1.517 3.344 0.810 -0.105
C 2.743 3.955 1.092 -0.677
C 2.817 5.036 1.954 -0.828
C 1.673 5.541 2.558 -0.118
C 0.455 4.938 2.285 -0.913
C 0.372 3.854 1.421 0.599
S 1.787 6.974 3.631 1.316
O 1.976 8.100 2.721 -0.709
O 0.518 7.000 4.349 -0.736
O 2.949 6.711 4.475 -0.727
H 0.717 1.596 0.060 -1.413
H 2.319 1.825 -0.279 0.403
H 3.645 3.569 0.625 0.446
H 3.771 5.497 2.177 0.347
H -0.432 5.329 2.768 0.496
H -0.586 3.389 1.218 0.378
```


In eV, the HOMO-LUMO gap values for the records above are, in order, 5.12, 6.46.
In a.u., the E values for the records above are, in order, -3211.7855, -2792.9815.
In eV/A, the maximum force values for the records above are, in order, 1.697, 0.137.